1.
Formula: C28H29BF6N6S2V
Source: OMol25
Level of theory: wB97M-V/def2-TZVPD

XYZ file:
```
73
C28H29BF6N6S2V wB97M-V/def2-TZVPD
V -0.19247 -1.97846 0.18491
C 2.17284 2.86802 2.12096
C 2.04064 1.81064 3.20642
N 1.03959 0.79708 2.91344
C -0.30988 1.33137 2.79237
C -0.74611 1.50104 1.34041
C 1.13639 -0.34148 3.81676
C 0.48848 -1.61007 3.26031
N 0.95941 -1.95236 1.93196
C 2.26473 -2.20881 1.73161
C 2.76531 -2.11237 0.41727
F 1.86460 -1.70617 -0.55311
C 4.06127 -2.32433 0.03545
F 4.38658 -2.15092 -1.26178
C 5.02335 -2.68059 0.96027
C 4.58270 -2.79730 2.26699
F 5.46246 -3.15421 3.21717
C 3.27408 -2.58266 2.65036
F 2.96855 -2.77048 3.95428
H 3.01888 3.52046 2.34167
H 1.28480 3.49850 2.05316
H 2.33826 2.39663 1.15050
H 1.83466 2.30696 4.17328
H 2.99850 1.29813 3.31258
H -0.39377 2.29253 3.32293
H -1.00576 0.64971 3.28916
H -0.09368 2.19213 0.80917
H -1.77337 1.87347 1.27808
H -0.68443 0.53842 0.82636
H 0.69571 -0.12475 4.80640
H 2.19625 -0.53446 3.98555
H -0.59069 -1.45766 3.17639
H 0.62880 -2.41052 3.99309
H 6.04854 -2.86964 0.68456
C -4.51533 0.04335 2.23552
N -4.02000 0.20376 0.88095
C -4.30803 1.25519 0.03335
C -3.59967 1.06968 -1.08853
N -2.85867 -0.10275 -0.92774
C -3.12032 -0.63164 0.31365
S -2.53358 -2.01920 1.05981
C -2.11290 -0.67358 -1.99706
C -2.51550 -0.38315 -3.29634
C -1.75150 -0.84924 -4.34593
C -0.63759 -1.62860 -4.07228
C -0.34824 -1.91752 -2.75642
N -1.05678 -1.43393 -1.71962
H -5.31860 0.75848 2.39288
H -3.71158 0.21947 2.95043
H -4.88736 -0.96859 2.37439
H -4.98199 2.04556 0.31006
H -3.51788 1.67897 -1.96758
H -3.41365 0.18592 -3.48107
H -2.03567 -0.62186 -5.36471
H -0.01670 -2.02875 -4.86033
H 0.47152 -2.57345 -2.49384
F 0.53178 -4.75027 -1.40534
B -0.10299 -4.20317 -0.32453
F -0.62485 -5.18275 0.44511
S 2.03615 0.82452 -4.25550
C 2.00750 0.44049 -2.56158
N 1.09669 1.00638 -1.85124
C 0.33968 1.85552 -2.64386
C -0.70365 2.65898 -2.18221
C -1.39163 3.43994 -3.08693
C -1.05488 3.43386 -4.44790
C -0.01049 2.66291 -4.91657
C 0.68962 1.87952 -4.00044
H 2.71804 -0.27220 -2.16593
H -0.94345 2.66047 -1.12612
H -2.19497 4.08043 -2.74321
H -1.60851 4.05640 -5.13841
H 0.26073 2.67296 -5.96389
```

Summary:
Multiplicity: 4
HOMO (spin up / spin down) in eV: -6.2 / -7.0
Energy above the lowest of the compared OMol25 structures with the same formula, charge and spin in kJ/mol: 109.9
Expectation value of S²: 3.77

2.
Formula: C28H29Cl2F5NO7S2Ti
Source: OMol25
Level of theory: wB97M-V/def2-TZVPD

XYZ file:
```
75
C28H29Cl2F5NO7S2Ti wB97M-V/def2-TZVPD
Ti -0.00273 -0.22449 -0.08005
C 0.90555 1.06885 -4.60977
C 1.10711 1.11681 -3.08865
C 2.01055 2.28976 -2.72029
C -0.26508 1.16288 -2.43248
C -0.86009 2.37441 -2.05322
C -2.21607 2.44953 -1.78957
C -3.03703 1.32352 -1.83506
C -4.49322 1.40701 -1.48730
C -2.45366 0.10382 -2.15101
C -1.09745 0.01987 -2.45782
H 1.86969 0.99797 -5.11382
H 0.40572 1.97557 -4.95632
H 0.30146 0.21202 -4.90795
H 1.59179 0.18225 -2.79574
H 1.63439 3.22460 -3.13952
H 3.00589 2.13144 -3.13621
H 2.10295 2.42162 -1.64214
H -0.26366 3.27494 -1.99994
H -2.64635 3.40518 -1.51835
H -4.66490 0.97806 -0.49683
H -5.10126 0.84378 -2.19464
H -4.84086 2.43822 -1.47268
H -3.05458 -0.79819 -2.16185
H -0.68788 -0.91568 -2.81726
O -3.14889 -3.00687 0.04636
S -2.10707 -2.57515 0.91757
O -1.23278 -3.52512 1.52046
O -1.28209 -1.52050 0.15588
C -2.87323 -1.60962 2.20945
C -3.88457 -2.31329 2.84744
C -4.61513 -1.74306 3.87733
C -4.34176 -0.44699 4.27660
C -3.33101 0.26667 3.65482
C -2.58818 -0.30078 2.62192
S -1.30652 0.77135 2.01419
O -1.50469 1.08167 0.56488
O -1.24030 1.90330 2.86816
O -0.03596 -0.03854 1.92873
H -4.10557 -3.32071 2.51947
H -5.39621 -2.31525 4.35851
H -4.90436 0.01559 5.07534
H -3.10277 1.27100 3.97751
C 5.07889 1.98734 0.15621
C 4.31318 1.19086 1.22317
C 4.13826 2.00984 2.51093
C 5.00029 -0.15478 1.51201
C 2.98284 0.89271 0.69384
N 1.94119 0.65232 0.28189
H 6.06709 2.22363 0.54947
H 4.57024 2.92213 -0.07968
H 5.20104 1.40787 -0.75850
H 5.12737 2.23636 2.90802
H 3.58314 1.44870 3.26205
H 3.61879 2.94701 2.31484
H 5.99002 0.04683 1.92063
H 5.11713 -0.74168 0.60120
H 4.43764 -0.73650 2.24165
F 2.40119 -6.58828 -0.55438
C 2.05007 -5.31925 -0.69556
C 1.81471 -4.80622 -1.96400
F 1.94215 -5.59094 -3.02542
C 1.44466 -3.48241 -2.11829
F 1.20973 -2.98316 -3.33152
C 1.29491 -2.66566 -1.00496
O 0.94506 -1.37489 -1.12070
C 1.54942 -3.19466 0.25422
F 1.43240 -2.36225 1.30131
C 1.92158 -4.51068 0.42491
F 2.15706 -4.99784 1.63443
Cl 0.98550 3.59512 0.89382
C -0.22915 4.76561 1.45995
Cl -1.20085 5.40059 0.13298
H 0.29527 5.59013 1.92663
H -0.87347 4.24290 2.15649
```

Summary:
HOMO in eV: -11.8
Charge: +1
Energy above the lowest of the compared OMol25 structures with the same formula, charge and spin in kJ/mol: 84.2

3.
Formula: C28H29CoFN4O7SSe
Source: OMol25
Level of theory: wB97M-V/def2-TZVPD

XYZ file:
```
72
C28H29CoFN4O7SSe wB97M-V/def2-TZVPD
Co 3.35067 -0.90118 -0.95500
C -3.29704 2.31090 -2.82649
C -1.94929 3.02170 -2.87372
N -0.91587 2.29552 -2.14363
C -0.06336 1.48525 -2.84414
C 0.81966 0.61942 -2.30399
C 1.78043 -0.08858 -3.26175
O 1.45024 -0.10018 -4.45133
O 2.83688 -0.55900 -2.75924
C 0.80249 0.44251 -0.87394
O 1.41544 -0.41522 -0.25949
C -0.00396 1.41311 -0.11496
C 0.15478 1.46736 1.26248
C -0.57120 2.37211 1.99090
F -0.42056 2.38836 3.34041
C -1.44442 3.27129 1.38582
C -1.57404 3.23640 0.00799
C -0.85834 2.31580 -0.76098
N -2.15213 4.28591 2.10047
C -1.79838 4.52509 3.49900
C -2.55445 5.79253 3.95091
N -2.92974 6.53319 2.70085
C -4.03534 5.79654 2.00318
C -3.60249 4.31763 1.94664
H -4.05225 2.88755 -3.36414
H -3.63014 2.17575 -1.79504
H -3.21822 1.32714 -3.28968
H -2.03172 4.03530 -2.47915
H -1.60890 3.11237 -3.90257
H -0.09347 1.57527 -3.92402
H 0.90763 0.83467 1.73398
H -2.20588 3.97575 -0.46650
H -0.72413 4.68407 3.56458
H -2.05595 3.69646 4.16190
H -1.93929 6.42843 4.58061
H -3.47783 5.55909 4.47485
H -2.11953 6.44457 2.07652
H -3.15307 7.51168 2.86140
H -4.14302 6.23276 1.01204
H -4.95578 5.93978 2.56356
H -3.89581 3.88828 0.99583
H -4.09921 3.73965 2.73615
O 3.98850 0.85180 -0.56083
Se 4.16880 0.46513 1.07313
O 5.60545 0.89124 1.65229
O 4.03222 -1.20115 0.81595
O 2.93416 1.02811 1.96115
N 2.90654 -2.78692 -1.15372
S 1.64237 -3.43584 -0.46580
C 2.24418 -4.66438 0.71485
C 3.49304 -4.43691 1.26665
C 3.97695 -5.33097 2.21550
C 3.21083 -6.41755 2.61003
C 1.94399 -6.61418 2.07068
C 1.45158 -5.73083 1.12306
C 0.89422 -4.54810 -1.65993
C 1.59862 -5.62723 -2.17571
C 1.02705 -6.39605 -3.17480
C -0.24318 -6.08917 -3.65154
C -0.94012 -5.01094 -3.13125
C -0.36872 -4.23331 -2.13149
H 3.41971 -3.47826 -1.69190
H 4.05296 -3.55437 0.97083
H 4.95583 -5.16861 2.64755
H 3.59591 -7.11162 3.34707
H 1.34288 -7.45784 2.38518
H 0.46801 -5.87874 0.69118
H 2.58452 -5.86693 -1.79307
H 1.57508 -7.23495 -3.58369
H -0.68419 -6.69141 -4.43560
H -1.92531 -4.76902 -3.50834
H -0.89528 -3.37601 -1.72775
```

Summary:
Multiplicity: 2
HOMO (spin up / spin down) in eV: -7.0 / -6.8
Expectation value of S²: 0.76

4.
Formula: C28H29N5Rh
Source: OMol25
Level of theory: wB97M-V/def2-TZVPD

XYZ file:
```
63
C28H29N5Rh wB97M-V/def2-TZVPD
Rh 0.18712 0.90542 -0.75645
C 0.55172 2.81928 1.58177
N 1.31212 1.94498 0.68257
C 2.27985 2.75898 -0.07990
C 2.07324 0.90410 1.35181
C 2.56916 1.07935 2.62718
C 3.42143 0.14456 3.19765
C 3.82019 -0.94794 2.45044
C 3.29461 -1.17052 1.19432
C 2.35916 -0.28994 0.61878
N 1.61529 -0.47959 -0.52209
C 1.39966 -1.64417 -1.21022
C 2.17749 -2.81675 -1.20325
C 1.68423 -4.00472 -1.69992
C 0.40724 -4.06565 -2.23024
C -0.30752 -2.89029 -2.41917
C 0.19154 -1.68040 -1.97820
N -0.41604 -0.40980 -2.32505
C 0.33039 0.10954 -3.49178
C -1.83393 -0.52057 -2.68120
H 1.21139 3.40526 2.22938
H -0.12417 2.22706 2.19736
H -0.03698 3.51445 0.98359
H 2.92529 3.31921 0.60733
H 1.75485 3.46983 -0.71938
H 2.91221 2.11497 -0.69334
H 2.29828 1.94790 3.20112
H 3.77986 0.29092 4.20274
H 4.53324 -1.64726 2.85954
H 3.62806 -2.05113 0.68036
H 3.19031 -2.80377 -0.84605
H 2.29322 -4.89357 -1.65658
H -0.01506 -5.00458 -2.54899
H -1.25729 -2.94709 -2.92304
H 0.17415 -0.54347 -4.35818
H 1.39876 0.14484 -3.27371
H -0.02395 1.10837 -3.74514
H -1.96827 -1.11620 -3.58849
H -2.23641 0.47408 -2.86691
H -2.38848 -0.97649 -1.86299
C -1.71206 -3.03667 3.51100
C -2.75954 -2.12501 3.41586
C -2.72310 -1.11048 2.49529
C -1.61896 -0.98009 1.61538
C -0.56599 -1.91089 1.72390
C -0.61886 -2.91562 2.65871
N -1.59260 -0.00362 0.69111
N -2.60069 0.81387 0.59799
C -2.52818 1.88226 -0.18932
C -3.58620 2.81453 -0.21982
C -3.53163 3.88375 -1.08095
C -2.43404 4.07261 -1.92260
C -1.38043 3.16957 -1.90085
C -1.37783 2.10287 -1.01945
H -1.74672 -3.83442 4.23384
H -3.60867 -2.22072 4.07319
H -3.52591 -0.39964 2.39185
H 0.28028 -1.83295 1.06431
H 0.19571 -3.62066 2.73130
H -4.43579 2.65277 0.42435
H -4.35582 4.57953 -1.12017
H -2.40413 4.91521 -2.59511
H -0.53473 3.32463 -2.56544
```

Summary:
HOMO (spin up / spin down) in eV: -10.1 / -10.1
Charge: +1
Energy above the lowest of the compared OMol25 structures with the same formula, charge and spin in kJ/mol: 160.2

It is found that the maximum force values, taken in the order of the records, are 0.599; 0.739; 0.813; 6.411 eV/Å.